Run P
Here is an isolated molecule of C3H5NO3 from the OMol25 dataset. Energies are from ωB97M-V/def2-TZVPD.

```
12
Properties=species:S:1:pos:R:3
O 1.270 0.144 -1.970
C 0.781 0.441 -0.902
N 0.467 -0.696 -0.101
C -0.428 -0.891 0.950
O -0.104 -2.098 1.491
O -1.270 -0.162 1.369
C -0.021 1.637 -0.535
H 0.992 -1.523 -0.348
H -0.904 -2.593 1.706
H 0.479 2.438 -1.110
H -0.270 1.774 0.513
H -0.994 1.529 -1.063
```

Computed properties:
- Orbital gap: 11.05 eV
- Spin multiplicity: 1



Run Q
Here is an isolated molecule of C3H5NO3 from the OMol25 dataset. Energies are from ωB97M-V/def2-TZVPD.

```
12
Properties=species:S:1:pos:R:3
N -1.631 -0.739 0.137
C -0.552 -0.280 0.852
O -0.086 -0.875 1.802
C 0.068 1.067 0.445
O 1.285 0.888 -0.332
C 1.343 -0.082 -1.252
O 0.415 -0.739 -1.646
H -1.679 -0.442 -0.829
H -1.710 -1.746 0.214
H -0.658 1.741 -0.028
H 0.431 1.547 1.355
H 2.367 -0.233 -1.627
```

Computed properties:
- Orbital gap: 10.87 eV
- Spin multiplicity: 1



Run R
Here is a 2-piece molecular cluster, C3H5NO3 overall from the OMol25 dataset. Energies are from ωB97M-V/def2-TZVPD.

```
12
Properties=species:S:1:pos:R:3
C -1.218 0.178 -0.046
C -1.065 1.528 -0.608
C 0.265 1.712 -0.724
H 2.071 -2.823 1.599
H 1.517 -1.876 0.440
H -1.814 2.199 -0.966
H 0.829 2.531 -1.178
H 1.545 0.814 0.684
N 0.976 0.678 -0.165
O 2.282 -2.412 0.796
O -2.187 -0.554 0.051
O 0.045 -0.297 0.258
```

Computed properties:
- Orbital gap: 10.16 eV
- Spin multiplicity: 1



The most stable of them is run P.



Run P
Here is an isolated molecule of C4H6N2O2 from the OMol25 dataset. Energies are from ωB97M-V/def2-TZVPD.

```
14
Properties=species:S:1:pos:R:3
C -1.444 1.548 0.014
C -1.641 -0.892 -0.013
C 1.762 -0.933 0.041
C 2.786 0.110 -0.029
H -2.245 2.279 -0.056
H -0.868 1.543 -0.919
H -0.888 1.815 0.936
H -2.386 -1.686 0.004
H 1.872 -1.724 0.904
H 1.694 -1.543 -0.870
N -0.494 -1.310 -0.042
N 3.649 0.901 -0.021
O -2.277 0.250 0.002
O 0.479 -0.358 0.049
```

Computed properties:
- Orbital gap: 10.26 eV
- Spin multiplicity: 1



Run Q
Here is C4H6N2O2 as an isolated structure from the OMol25 dataset. Energies are from ωB97M-V/def2-TZVPD.

```
14
Properties=species:S:1:pos:R:3
C 0.575 0.401 -0.154
C -0.837 0.956 -0.211
C -1.507 -0.297 -0.069
C 0.661 -1.014 -0.140
H 2.407 0.856 0.441
H 1.377 2.188 0.535
H -1.101 1.995 -0.084
H -2.985 0.644 -0.212
H -0.829 -2.153 0.703
H 2.271 -1.579 -0.682
N 1.625 1.369 -0.076
N -0.691 -1.408 -0.393
O -2.840 -0.373 0.180
O 1.874 -1.583 0.162
```

Computed properties:
- Orbital gap: 7.85 eV
- Spin multiplicity: 1



Run R
Here is a 2-piece molecular cluster, C4H6N2O2 overall from the OMol25 dataset. Energies are from ωB97M-V/def2-TZVPD.

```
14
Properties=species:S:1:pos:R:3
C 1.760 -0.443 -0.609
C -0.323 0.740 1.292
C -0.748 1.645 0.153
C -0.672 0.246 -0.058
N -1.124 -0.681 -0.807
N 1.681 -1.567 -0.934
O 1.958 0.708 -0.513
O -0.941 -2.035 -0.461
H 0.809 0.804 1.604
H -1.030 0.713 2.112
H -1.709 2.217 0.292
H -0.056 2.405 -0.204
H -0.793 -2.388 -1.303
H 1.189 -2.363 -0.563
```

Computed properties:
- Orbital gap: 10.69 eV
- Spin multiplicity: 1



The most stable of them is run P.



Run P
Here is an isolated molecule of C4H6N2O2 from the OMol25 dataset. Energies are from ωB97M-V/def2-TZVPD.

```
14
Properties=species:S:1:pos:R:3
C -1.893 -1.014 -0.210
C 1.537 -0.258 -0.040
C -0.558 1.002 -0.145
C 0.606 0.618 0.600
N -1.150 -0.039 -0.836
N -2.203 -1.187 0.949
O 1.345 -0.666 -1.175
O 2.631 -0.551 0.609
H -2.114 -1.794 -0.841
H -1.316 1.717 0.474
H -0.137 1.744 -0.866
H 0.997 1.088 1.443
H -0.460 -0.441 -1.568
H 2.713 -0.220 1.606
```

Computed properties:
- Orbital gap (alpha / beta): 7.98 / 9.05 eV
- Spin multiplicity: 1



Run Q
Here is C4H6N2O2 as an isolated structure from the OMol25 dataset. Energies are from ωB97M-V/def2-TZVPD.

```
14
Properties=species:S:1:pos:R:3
C 1.320 -0.036 -0.084
C 0.690 1.219 0.118
C -0.676 0.680 0.011
C -0.763 -0.654 -0.233
H 3.082 0.389 0.965
H 3.199 0.351 -0.618
H 1.035 2.136 -0.062
H -2.489 1.184 -0.919
H -1.677 -1.658 1.205
H 1.123 -2.075 0.250
N 2.704 -0.266 0.097
N 0.516 -0.994 -0.288
O -1.717 1.505 0.093
O -2.063 -1.350 0.112
```

Computed properties:
- Orbital gap: 7.77 eV
- Spin multiplicity: 1



Run R
Here is an isolated molecule of C4H6N2O2 from the OMol25 dataset. Energies are from ωB97M-V/def2-TZVPD.

```
14
Properties=species:S:1:pos:R:3
C -0.690 1.512 0.335
C 0.199 -1.091 -0.352
C 1.002 0.108 -0.636
C -1.556 0.448 0.829
N 0.462 1.418 -0.189
N -2.600 0.017 -0.066
O -3.430 -0.806 0.261
O -2.515 0.522 -1.170
H -0.877 2.660 0.397
H -0.380 -1.320 -1.115
H 0.480 -1.659 0.507
H 2.126 -0.075 -0.230
H 1.150 0.172 -1.668
H -1.500 -0.006 1.724
```

Computed properties:
- Orbital gap (alpha / beta): 7.48 / 8.93 eV
- Spin multiplicity: 1



Run S
Here is C4H6N2O2 as an isolated structure from the OMol25 dataset. Energies are from ωB97M-V/def2-TZVPD.

```
14
Properties=species:S:1:pos:R:3
C 1.587 -0.861 -0.628
N 0.268 -0.687 -0.042
C -0.647 0.252 -0.530
C -1.046 1.006 0.543
C 0.056 -0.437 1.326
O -1.028 0.338 -1.826
O -2.085 1.857 0.600
N -0.241 0.793 1.671
H -0.658 -0.419 -2.311
H -2.130 2.182 1.510
H 0.166 -1.254 2.026
H 2.137 -1.600 -0.051
H 1.473 -1.244 -1.644
H 2.148 0.073 -0.643
```

Computed properties:
- Orbital gap: 7.59 eV
- Spin multiplicity: 1



The most stable of them is run S.



Run P
Here is an isolated molecule of C4H6N2O2 from the OMol25 dataset. Energies are from ωB97M-V/def2-TZVPD.

```
14
Properties=species:S:1:pos:R:3
C -0.763 0.711 1.076
C -0.017 1.062 -0.301
C 0.386 -1.676 -0.964
C 0.311 -0.121 0.691
H 0.049 1.437 2.780
H -1.779 0.368 1.237
H 0.755 1.878 -0.207
H -0.195 -1.049 -2.771
H 0.482 -2.691 -1.522
H 1.470 -0.023 1.006
N 0.356 -0.665 -1.942
N 0.198 -1.518 0.304
O -0.641 1.844 1.961
O -0.611 0.443 -1.347
```

Computed properties:
- Orbital gap: 9.69 eV
- Spin multiplicity: 1



Run Q
Here is an isolated molecule of C4H6N2O2 from the OMol25 dataset. Energies are from ωB97M-V/def2-TZVPD.

```
14
Properties=species:S:1:pos:R:3
C 0.129 -0.903 -0.092
C -1.070 -0.523 -0.288
C 1.278 -0.391 -0.864
C 2.090 0.844 1.034
N 2.308 -0.038 0.113
N -2.291 -0.156 -0.352
O -2.671 0.831 0.579
O -3.214 -0.652 -1.060
H 0.304 -1.611 0.738
H 1.785 -1.104 -1.498
H 0.939 0.321 -1.495
H 1.176 1.396 1.290
H 2.873 0.982 1.697
H -3.639 1.004 0.199
```

Computed properties:
- Orbital gap: 9.70 eV
- Spin multiplicity: 1



Run R
Here is C4H6N2O2 as an isolated structure from the OMol25 dataset. Energies are from ωB97M-V/def2-TZVPD.

```
14
Properties=species:S:1:pos:R:3
C 0.344 -0.236 0.760
C 0.113 1.901 0.841
C -0.237 0.366 -0.444
C -0.772 -0.195 -1.486
H 0.900 -3.263 0.117
H 0.240 -1.798 -0.933
H -1.013 2.173 1.090
H 0.680 2.843 1.128
H -0.850 -1.280 -1.508
H -1.069 0.631 -2.159
N 0.472 -2.312 0.240
N 0.718 -1.338 1.240
O 0.484 0.810 1.596
O -0.011 1.696 -0.482
```

Computed properties:
- Orbital gap: 8.95 eV
- Spin multiplicity: 1



The most stable of them is run R.



Run P
Here is C4H6N2O2 as an isolated structure from the OMol25 dataset. Energies are from ωB97M-V/def2-TZVPD.

```
14
Properties=species:S:1:pos:R:3
C -1.365 1.404 -0.097
C -1.714 0.100 -0.458
C -0.791 -1.105 -0.027
C 0.671 -0.894 -0.073
H 0.679 1.653 0.456
H -0.560 3.077 0.338
H -2.240 2.246 -0.219
H -2.775 -0.232 -0.302
H 1.049 -1.823 0.304
H 2.825 0.937 0.582
N -0.312 2.103 0.358
N 1.298 0.112 -0.140
O -1.064 -2.271 0.333
O 2.728 -0.029 -0.177
```

Computed properties:
- Orbital gap: 8.74 eV
- Spin multiplicity: 1



Run Q
Here is an isolated molecule of C4H6N2O2 from the OMol25 dataset. Energies are from ωB97M-V/def2-TZVPD.

```
14
Properties=species:S:1:pos:R:3
C 0.147 -0.691 0.088
C 0.695 -0.091 1.352
C 1.361 0.225 0.061
C -0.841 0.095 -0.593
H -0.782 -2.247 -0.271
H 1.259 -0.814 1.946
H 0.195 0.710 1.877
H 2.398 -0.030 -0.142
H -0.766 2.057 -0.365
H -2.558 0.372 -1.423
N -0.300 1.339 -0.895
N -1.993 -0.317 -0.915
O 0.167 -2.028 -0.235
O 1.020 1.419 -0.485
```

Computed properties:
- Orbital gap: 9.92 eV
- Spin multiplicity: 1



The most stable of them is run Q.



Run P
Here is an isolated molecule of C4H6N2O2 from the OMol25 dataset. Energies are from ωB97M-V/def2-TZVPD.

```
14
Properties=species:S:1:pos:R:3
C 0.408 -2.022 -1.472
C 0.320 -0.696 0.463
C -0.409 1.078 1.302
C -0.556 1.310 0.003
H 1.444 -1.668 -1.654
H 0.310 -3.221 -2.020
H -0.554 -1.250 -1.817
H -1.082 1.721 2.148
H -1.081 2.626 -1.620
H -0.073 3.457 -0.032
N 0.008 -0.270 1.606
N -0.414 2.578 -0.601
O 0.503 -2.038 0.094
O 0.160 0.057 -0.571
```

Computed properties:
- Orbital gap: 8.98 eV
- Spin multiplicity: 1



Run Q
Here is C4H6N2O2 as an isolated structure from the OMol25 dataset. Energies are from ωB97M-V/def2-TZVPD.

```
14
Properties=species:S:1:pos:R:3
C -1.747 -1.078 -0.842
C 0.303 -0.635 -0.108
C 1.281 -0.444 0.928
C 0.703 1.585 0.287
H -1.932 -0.156 -1.434
H -2.248 -2.018 -1.081
H -2.134 -1.106 0.231
H 1.847 -1.259 1.485
H 1.590 1.270 2.243
H 0.391 1.033 -1.656
N 1.463 0.849 1.245
N -0.142 0.689 -0.450
O -0.292 -1.538 -0.785
O 0.919 2.807 -0.063
```

Computed properties:
- Orbital gap: 7.81 eV
- Spin multiplicity: 1



Run R
Here is an isolated molecule of C4H6N2O2 from the OMol25 dataset. Energies are from ωB97M-V/def2-TZVPD.

```
14
Properties=species:S:1:pos:R:3
C 0.251 -1.453 0.115
C -1.750 0.182 0.060
C 1.413 0.215 -0.722
C -0.241 -0.184 0.819
N 1.215 -1.192 -0.641
N 0.663 0.832 0.396
O -1.789 1.344 -0.649
O -2.727 -0.504 0.154
H -0.231 -2.467 0.204
H 2.417 0.421 -0.590
H 1.073 0.493 -1.651
H -0.633 -0.492 1.868
H 1.203 1.145 1.197
H -0.863 1.661 -0.559
```

Computed properties:
- Orbital gap: 10.12 eV
- Spin multiplicity: 1



Run S
Here is C4H6N2O2 as an isolated structure from the OMol25 dataset. Energies are from ωB97M-V/def2-TZVPD.

```
14
Properties=species:S:1:pos:R:3
C 1.068 -0.295 -0.004
C 0.544 -1.591 -0.144
C -1.195 -0.382 -0.065
C -0.065 0.409 0.110
H 3.285 -0.344 -0.903
H 2.358 1.404 -0.027
H 1.208 -2.536 0.461
H -2.553 1.133 -0.681
H -3.165 -0.226 0.748
H -0.107 2.300 0.805
N 2.382 0.082 0.023
N -2.559 -0.066 -0.142
O -0.854 -1.636 -0.036
O -0.346 1.747 -0.144
```

Computed properties:
- Orbital gap: 7.54 eV
- Spin multiplicity: 1



The most stable of them is run R.